Record 1
ORCA calculation (ωB97M-V with the def2-TZVPD basis set) on 9 unconnected molecules or ions with the total composition C36H69O30P3.

Cartesian coordinates (Å):
H  -2.96  -0.06  -5.24
C  1.80  -2.61  -7.46
H  -9.26  -3.47  -3.43
C  3.68  4.93  -2.46
H  2.78  -6.36  7.34
H  -5.53  -3.67  -6.48
O  0.40  2.43  2.04
H  7.01  -0.08  -1.00
H  1.79  3.88  0.23
P  0.92  -0.44  -4.69
O  0.05  4.74  0.92
H  -9.67  -4.20  -1.79
H  -3.45  -2.02  -0.66
H  2.51  -2.83  -8.26
H  -0.69  0.71  -1.34
C  -1.08  3.64  5.35
H  6.50  0.96  -2.33
H  -4.18  -0.52  -0.09
H  1.22  1.62  -1.75
H  -3.44  -1.00  -3.01
H  -0.52  1.82  -5.57
C  2.10  5.45  1.67
H  2.44  -0.64  -6.91
C  -0.26  -1.73  7.86
O  -7.26  -3.41  -1.49
C  -8.31  -2.47  -1.86
H  -7.19  -3.24  -4.63
O  1.05  -1.65  -3.67
O  1.65  1.73  0.27
O  -4.84  -4.19  -1.42
H  -0.69  -0.93  2.37
H  1.11  -0.49  6.79
H  2.22  -5.99  5.11
O  -0.21  1.83  6.44
C  6.20  0.11  -1.71
O  3.66  4.26  3.32
H  -5.22  -2.10  -5.85
H  -0.34  -2.73  8.29
C  1.03  -1.53  7.13
O  -5.49  -1.71  -1.05
H  2.14  -3.14  -6.57
C  1.90  -5.14  5.73
H  -0.41  -1.00  8.66
O  4.17  5.57  -1.59
H  2.01  -4.85  7.86
O  4.00  -0.34  -2.13
O  1.05  -2.39  6.00
H  2.07  0.13  -1.00
H  3.14  5.20  1.75
H  3.15  4.30  -5.35
C  -3.69  -0.42  -2.12
C  -9.46  -3.31  -2.37
H  4.73  -0.32  -0.17
O  -0.31  0.83  0.70
O  6.06  -1.04  -2.55
O  0.60  -1.10  -6.10
H  -0.75  -2.59  2.87
O  4.38  -2.00  -3.65
C  -1.15  2.11  5.40
C  0.05  4.62  2.25
H  -1.48  1.86  -4.18
H  -0.32  -2.96  -1.62
C  2.70  4.55  5.38
C  1.96  -5.68  7.15
O  1.33  2.87  7.65
C  0.54  1.78  1.05
H  -1.78  -0.31  -6.46
C  0.38  2.92  6.93
C  -0.02  0.31  -0.58
C  -1.20  1.18  -4.99
C  0.07  -3.54  -2.46
H  0.90  -3.18  -7.73
H  1.09  -3.80  -2.17
H  0.31  -3.41  -4.55
C  4.75  -1.21  -2.84
O  1.75  -2.88  3.66
H  1.67  3.79  3.63
H  2.21  2.60  -3.13
O  3.70  5.54  5.12
O  4.33  4.46  -3.56
O  -0.90  4.38  2.94
C  -6.14  -3.45  -4.43
O  -0.51  0.15  -4.25
P  -5.72  -3.10  -1.80
O  -0.17  4.02  6.38
H  -2.82  0.20  -1.91
H  0.91  -4.85  5.42
H  -6.00  -4.51  -4.22
H  0.05  -0.78  -0.59
H  -4.38  0.38  -2.41
C  2.17  3.61  -3.52
C  4.23  5.32  3.90
H  -7.96  -1.69  -2.54
H  1.74  -0.85  3.18
O  5.12  5.98  3.47
H  -2.06  4.05  5.57
H  2.93  4.02  6.30
H  -2.84  1.11  -6.47
C  1.38  0.96  -0.91
H  1.26  3.80  -4.07
C  1.21  -1.77  2.94
O  2.37  4.62  -2.53
H  -0.90  1.64  4.45
H  1.82  -1.78  7.85
C  1.40  4.86  0.48
C  3.42  3.80  -4.41
C  -2.21  0.48  -5.84
O  2.85  -4.08  5.55
H  3.77  2.80  -4.65
C  4.81  0.23  -1.10
H  -0.89  -2.30  -3.98
H  2.04  6.53  1.81
H  -2.16  1.88  5.73
C  -4.15  -1.22  -0.92
O  2.03  0.53  -4.66
C  -0.30  -1.63  3.11
H  1.40  -1.96  1.88
C  2.66  3.66  4.16
H  -0.57  -1.36  4.13
H  -10.38  -2.72  -2.34
P  2.34  -2.64  5.11
H  -0.51  -4.43  -2.63
C  -5.19  -3.16  -5.58
H  -8.56  -1.95  -0.93
H  -0.83  4.08  4.37
C  0.09  -2.70  -3.74
H  -1.10  -1.66  7.17
O  3.33  -1.56  5.14
C  1.52  -1.13  -7.20
H  1.04  -6.21  7.42
H  1.09  -0.72  -8.11
O  -5.70  -2.65  -3.32
H  1.74  5.06  5.40
H  1.44  5.44  -0.44
O  1.29  4.90  2.76
H  -4.22  -3.56  -5.31
H  2.95  2.62  4.31
H  4.62  1.30  -1.01

The value obtained for the total energy is -127748.61811 eV. The highest occupied orbital energy is -9.51 eV. For the energy relative to the best compared isomer or geometry (same formula, charge and spin), the calculation gives 0.0 kcal per mole. The value obtained for the frontier orbital gap is 9.49 eV.

Löwdin population analysis, charges in e, atoms 1 to 99: 0.066 -0.073 0.065 -0.565 0.075 0.079 0.172 0.135 0.116 0.419 0.088 0.083 0.114 0.078 0.108 -0.112 0.132 0.121 0.109 0.061 0.117 -0.037 0.112 -0.077 -0.180 -0.259 0.109 -0.166 0.051 -0.214 0.059 0.112 0.119 0.048 -0.106 0.015 0.075 0.074 -0.259 -0.166 0.076 -0.270 0.084 0.178 0.075 0.021 -0.195 0.114 0.122 0.131 -0.072 -0.064 0.141 0.072 0.057 -0.192 0.083 0.167 -0.086 -0.554 0.120 0.059 -0.100 -0.071 0.143 -0.516 0.076 -0.583 -0.078 -0.244 -0.049 0.076 0.084 0.116 -0.562 -0.167 0.087 0.085 0.082 0.071 0.135 -0.250 -0.218 0.372 0.058 0.055 0.111 0.125 0.121 0.088 -0.109 -0.587 0.116 0.113 0.153 0.130 0.124 0.084 -0.063

Record 2
ORCA calculation (ωB97M-V with the def2-TZVPD basis set) on 3 unconnected molecules or ions with the total composition C33H51F16NO7P.

Cartesian coordinates (Å):
H  0.02  1.15  -1.82
H  1.76  9.41  -5.45
F  -0.73  6.47  -4.06
C  -1.22  -3.82  1.35
P  2.74  -3.20  2.77
H  1.13  0.47  -3.06
C  -3.15  4.79  -0.54
H  -3.11  4.49  0.55
F  -2.10  10.18  -4.59
H  -2.15  -1.17  -0.76
H  2.70  -8.13  1.46
C  1.09  8.76  -6.00
H  -3.10  -2.60  -1.36
F  6.29  -11.99  2.94
F  5.15  -9.49  3.31
F  1.65  8.04  -3.64
H  6.04  -6.76  1.25
C  6.58  -10.98  2.08
H  -4.50  -0.91  -2.17
H  -2.26  3.41  -2.00
F  5.31  -8.86  -0.45
H  -1.89  -1.18  4.48
H  2.29  -2.82  4.89
H  -3.07  5.91  -0.59
H  2.80  0.24  -0.88
C  -3.22  -2.26  0.82
H  -6.22  1.30  -1.28
H  2.90  -0.01  1.23
F  2.79  6.38  -4.42
C  -5.16  3.06  -0.47
H  -2.07  0.13  0.78
C  -0.90  -1.34  1.84
C  3.31  -8.78  0.83
C  0.52  5.96  -3.99
O  1.37  7.38  -5.77
O  1.02  0.43  0.32
H  -1.23  1.28  4.35
C  -2.16  1.59  3.79
H  -3.06  1.03  -1.22
O  2.72  -3.56  4.41
C  1.19  -0.37  2.70
C  -1.87  4.17  -1.26
H  -1.79  -4.72  1.00
O  3.30  -4.40  2.10
H  -5.32  -1.14  -0.58
O  0.66  -5.27  1.79
H  0.17  3.54  -0.54
C  0.99  -2.83  2.26
H  4.02  -1.57  3.36
H  7.61  -11.09  1.74
C  4.61  -8.10  0.43
C  -0.39  9.20  -5.88
C  -0.90  3.48  -0.20
C  -0.79  9.84  -4.56
H  1.46  -0.99  -1.23
H  -2.95  1.91  4.52
C  1.70  0.07  -0.90
H  -0.21  10.75  -4.36
F  -1.19  8.15  -6.18
O  3.81  -1.96  2.49
H  -3.86  -1.64  1.48
H  -4.32  4.10  -2.31
C  1.57  6.97  -4.45
H  -4.61  2.93  0.50
C  1.12  0.99  -2.06
H  -5.21  5.18  -1.16
H  4.99  -7.38  2.48
F  5.76  -11.12  1.01
H  2.01  1.45  1.81
H  -6.21  3.37  -0.19
H  -1.00  3.95  0.82
F  3.52  -9.94  1.49
H  -3.38  -1.73  3.50
C  -4.37  -0.78  -1.05
F  -0.60  10.12  -6.86
C  -2.83  -0.86  3.95
C  -2.64  0.33  2.94
H  -3.51  -0.48  4.77
H  -0.83  0.91  1.81
O  6.63  -8.55  1.89
C  -4.08  0.76  -0.80
H  1.94  -0.65  3.49
C  5.55  -7.67  1.58
H  -3.67  -3.29  0.75
H  -3.99  0.87  0.32
H  1.59  2.01  -2.09
F  0.72  5.62  -2.69
C  1.87  0.38  1.46
H  0.54  0.40  3.20
H  -4.97  2.02  -2.42
F  2.58  -9.09  -0.27
H  -1.27  4.97  -1.79
F  7.26  -9.50  3.77
C  -1.76  -2.47  1.35
C  -5.18  1.73  -1.36
H  -1.12  2.37  -0.11
F  4.28  -6.96  -0.25
C  0.19  -3.99  1.83
H  1.36  8.91  -7.05
H  0.97  -5.57  2.67
N  0.39  -1.55  2.26
H  -3.65  0.60  2.52
C  6.38  -9.62  2.76
H  -1.92  2.46  3.12
H  0.55  5.06  -4.60
C  -4.52  4.31  -1.22
C  -1.57  0.08  1.79
F  -0.64  9.00  -3.51
C  -3.13  -1.71  -0.68

The value obtained for the total energy is -103631.81992 eV. The highest occupied orbital energy is -12.51 eV. Its net charge is +1. The value obtained for the frontier orbital gap is 8.14 eV.

Löwdin population analysis, charges in e, atoms 1 to 99: 0.064 0.146 0.096 0.134 0.585 0.082 -0.199 0.089 0.096 0.100 0.167 -0.041 0.118 0.101 0.135 0.140 0.150 -0.278 0.119 0.096 0.133 0.088 0.078 0.108 0.125 -0.133 0.111 0.114 0.145 -0.188 0.087 -0.059 -0.301 -0.273 0.042 -0.189 0.075 -0.074 0.111 -0.132 -0.075 -0.221 0.150 -0.251 0.121 0.043 0.060 -0.080 0.093 0.177 -0.437 -0.439 -0.115 -0.299 0.127 0.093 -0.227 0.175 0.129 -0.140 0.106 0.104 -0.521 0.088 -0.066 0.102 0.141 0.098 0.147 0.108 0.070 0.095 0.075 -0.187 0.110 -0.081 -0.360 0.096 0.092 0.040 -0.217 0.118 -0.045 0.126 0.084 0.078 0.077 -0.158 0.120 0.109 0.093 0.085 0.146 -0.087 -0.175 0.038 0.102 -0.200 0.151

Record 3
ORCA calculation (ωB97M-V with the def2-TZVPD basis set) on a single C8H9NO3 molecule.

Cartesian coordinates (Å):
H  -3.44  1.38  0.90
N  2.15  0.91  0.02
C  -2.63  0.79  0.50
C  -2.84  -0.53  0.16
C  -1.39  1.37  0.24
O  0.50  -1.41  -1.13
H  -3.81  -0.98  0.33
H  -1.23  2.44  0.41
C  -0.30  0.63  -0.28
O  2.95  -1.31  0.23
H  3.06  0.11  1.68
C  0.99  1.41  -0.51
C  -1.78  -1.27  -0.36
H  1.42  -0.49  1.39
H  2.34  -1.53  -0.47
O  0.96  2.50  -1.07
H  0.16  -2.27  -1.43
H  -1.93  -2.30  -0.69
C  -0.53  -0.70  -0.59
C  2.38  -0.21  0.89
H  2.96  1.46  -0.24

The value obtained for the total energy is -16074.82270 eV. The highest occupied orbital energy is -9.26 eV. For the energy relative to the best compared isomer or geometry (same formula, charge and spin), the calculation gives 0.0 kcal per mole. The value obtained for the frontier orbital gap is 9.74 eV.

Löwdin charges, unit e, in atom order: 0.101 0.099 -0.083 -0.080 -0.005 0.043 0.107 0.125 -0.074 -0.039 0.129 -0.419 -0.019 0.135 0.052 0.059 0.130 0.117 -0.273 -0.259 0.153

The lowest frontier orbital gap belongs to which entry?
C33H51F16NO7P